This record from the Open Molecules 2025 dataset describes a molecular structure, C47H128HgN11O12. The level of theory is ωB97M-V/def2-TZVPD.

Each line ends with the Löwdin charge.
Atoms and positions in Å:
Hg1 -0.770 1.389 3.812  1.20
C1 0.089 1.542 -0.878  -0.06
C2 -0.461 0.809 0.323  -0.53
C3 0.326 -0.554 0.492  -0.04
O1 -0.432 1.567 1.524  -0.42
H1 -0.135 1.118 -1.857  0.07
H2 1.169 1.559 -0.733  0.07
H3 -0.240 2.580 -0.928  0.06
H4 -1.488 0.548 0.066  0.09
H5 0.014 -0.990 1.441  0.03
H6 1.414 -0.537 0.425  0.07
H7 0.031 -1.287 -0.258  0.06
C4 -1.985 -1.721 6.180  -0.03
C5 -0.892 -1.331 5.102  -0.40
C6 0.050 -2.574 4.750  -0.14
O2 0.919 -2.265 3.639  -0.27
C7 1.481 -3.406 2.912  -0.03
N1 -1.587 -0.923 3.884  0.01
H8 -2.822 -2.289 5.773  0.07
H9 -2.501 -0.825 6.523  0.07
H10 -1.614 -2.287 7.034  0.08
H11 -0.300 -0.501 5.489  0.07
H12 -0.718 -3.316 4.531  0.13
H13 0.691 -2.796 5.603  0.13
H14 1.995 -4.157 3.511  0.08
H15 2.236 -2.898 2.313  0.07
H16 0.757 -3.970 2.325  0.09
H17 -2.431 -1.478 3.877  0.04
H18 -1.063 -1.443 3.194  0.04
C8 1.948 6.057 0.616  -0.05
C9 1.724 4.515 0.517  -0.41
C10 2.994 3.712 0.925  -0.21
O3 4.053 3.980 0.063  -0.17
C11 3.923 3.459 -1.236  -0.10
N2 0.620 4.219 1.390  0.04
H19 2.339 6.383 1.580  0.08
H20 1.080 6.688 0.426  0.05
H21 2.688 6.454 -0.078  0.08
H22 1.407 4.247 -0.490  0.10
H23 2.787 2.649 1.046  0.09
H24 3.407 3.883 1.920  0.13
H25 3.737 2.385 -1.220  0.07
H26 4.851 3.666 -1.769  0.10
H27 3.089 3.895 -1.785  0.07
H28 0.464 3.233 1.237  0.01
H29 0.826 4.222 2.379  0.07
C12 -2.634 6.460 -2.342  -0.07
C13 -1.411 5.703 -1.883  -0.43
C14 -0.055 6.264 -2.441  -0.17
O4 0.139 6.330 -3.845  -0.16
C15 0.159 5.077 -4.545  -0.09
N3 -1.516 5.771 -0.433  0.04
H30 -2.736 6.473 -3.427  0.08
H31 -2.519 7.479 -1.973  0.08
H32 -3.600 6.149 -1.944  0.07
H33 -1.526 4.693 -2.275  0.11
H34 0.710 5.656 -1.958  0.10
H35 0.030 7.291 -2.086  0.13
H36 -0.771 4.513 -4.492  0.08
H37 0.911 4.421 -4.107  0.06
H38 0.456 5.159 -5.590  0.09
H39 -0.737 5.320 0.025  0.03
H40 -1.557 6.712 -0.067  0.09
C16 -3.134 -2.317 0.918  -0.04
C17 -4.297 -2.729 1.860  -0.36
C18 -5.257 -3.694 1.122  -0.23
O5 -4.609 -4.819 0.657  -0.22
C19 -5.453 -5.834 0.096  -0.06
N4 -3.670 -3.362 3.040  0.04
H41 -3.447 -1.962 -0.064  0.06
H42 -2.483 -3.149 0.652  0.05
H43 -2.472 -1.573 1.361  0.05
H44 -4.776 -1.863 2.317  0.12
H45 -5.636 -3.171 0.244  0.12
H46 -6.141 -3.892 1.728  0.13
H47 -4.852 -6.700 -0.181  0.09
H48 -5.935 -5.397 -0.779  0.09
H49 -6.205 -6.144 0.822  0.09
H50 -4.374 -3.624 3.715  0.08
H51 -3.462 -4.304 2.740  0.07
C20 -5.238 3.603 0.390  -0.06
C21 -3.952 2.859 0.129  -0.40
C22 -3.591 2.739 -1.376  -0.20
O6 -4.261 1.705 -2.019  -0.18
C23 -3.611 0.376 -1.980  -0.04
N5 -2.925 3.609 0.898  0.04
H52 -5.473 3.716 1.448  0.06
H53 -6.066 3.052 -0.058  0.08
H54 -5.207 4.617 -0.010  0.08
H55 -3.943 1.895 0.638  0.11
H56 -2.528 2.523 -1.476  0.10
H57 -3.826 3.673 -1.887  0.12
H58 -2.557 0.495 -2.229  0.07
H59 -4.046 -0.276 -2.737  0.08
H60 -3.691 0.081 -0.934  0.06
H61 -2.656 4.348 0.264  0.02
H62 -2.095 3.035 0.869  0.03
C24 2.701 0.167 5.582  -0.05
C25 2.799 0.786 4.189  -0.38
C26 3.907 0.114 3.311  -0.18
O7 3.937 0.761 2.080  -0.21
C27 4.950 0.321 1.165  -0.05
N6 1.476 0.654 3.666  0.02
H63 2.753 -0.919 5.498  0.08
H64 1.932 0.541 6.259  0.08
H65 3.580 0.412 6.178  0.08
H66 3.058 1.843 4.134  0.15
H67 3.614 -0.919 3.122  0.12
H68 4.877 0.157 3.806  0.14
H69 5.106 -0.758 1.163  0.07
H70 5.897 0.857 1.224  0.10
H71 4.525 0.442 0.168  0.08
H72 1.358 -0.334 3.492  0.05
H73 1.640 1.004 2.733  0.06
C28 -4.650 0.858 3.779  -0.05
C29 -4.249 2.270 4.117  -0.38
C30 -4.382 2.626 5.637  -0.17
O8 -5.759 2.600 6.024  -0.20
C31 -6.185 3.771 6.765  -0.08
N7 -2.887 2.459 3.564  0.01
H74 -4.545 0.681 2.709  0.08
H75 -5.721 0.818 3.981  0.09
H76 -4.293 0.111 4.488  0.07
H77 -4.859 3.013 3.603  0.14
H78 -3.870 3.574 5.800  0.12
H79 -4.125 1.800 6.300  0.13
H80 -7.208 3.662 7.123  0.09
H81 -5.999 4.694 6.215  0.09
H82 -5.633 3.884 7.698  0.08
H83 -3.024 2.491 2.564  0.02
H84 -2.776 3.441 3.774  0.09
C32 -1.471 -5.762 -0.062  -0.05
C33 -1.230 -5.341 -1.527  -0.42
C34 -2.232 -4.423 -2.122  -0.18
O9 -1.869 -4.130 -3.455  -0.22
C35 -2.612 -3.155 -4.197  -0.06
N8 0.113 -4.809 -1.481  0.05
H85 -1.117 -4.971 0.599  0.06
H86 -0.862 -6.642 0.146  0.08
H87 -2.493 -6.113 0.079  0.06
H88 -1.231 -6.285 -2.074  0.15
H89 -2.165 -3.500 -1.546  0.11
H90 -3.250 -4.803 -2.033  0.13
H91 -1.944 -2.662 -4.903  0.08
H92 -3.082 -2.348 -3.634  0.07
H93 -3.405 -3.626 -4.779  0.09
H94 0.181 -3.864 -1.131  0.06
H95 0.456 -4.582 -2.403  0.02
C36 0.349 -1.283 -3.699  -0.06
C37 0.840 -2.335 -4.759  -0.35
C38 2.291 -2.109 -5.313  -0.16
O10 2.748 -3.191 -6.152  -0.19
C39 1.999 -3.423 -7.321  -0.11
N9 0.599 -3.600 -4.005  0.03
H96 0.180 -0.322 -4.184  0.06
H97 1.056 -1.063 -2.899  0.07
H98 -0.551 -1.595 -3.168  0.05
H99 0.158 -2.379 -5.608  0.10
H100 2.981 -1.949 -4.485  0.12
H101 2.392 -1.181 -5.875  0.09
H102 2.205 -2.624 -8.034  0.08
H103 0.920 -3.503 -7.189  0.08
H104 2.435 -4.272 -7.848  0.09
H105 -0.359 -3.899 -3.892  0.01
H106 0.988 -4.328 -4.587  0.08
C40 2.337 1.821 -4.340  -0.07
C41 3.641 2.235 -4.976  -0.43
C42 3.888 1.327 -6.189  -0.18
O11 5.198 1.695 -6.639  -0.21
C43 5.839 0.858 -7.579  -0.10
N10 3.635 3.621 -5.363  0.06
H107 2.296 0.739 -4.216  0.05
H108 1.470 1.940 -4.990  0.08
H109 2.101 2.231 -3.358  0.06
H110 4.435 2.055 -4.252  0.14
H111 3.213 1.585 -7.006  0.13
H112 3.868 0.256 -5.991  0.10
H113 5.290 0.869 -8.521  0.09
H114 6.010 -0.143 -7.183  0.09
H115 6.829 1.231 -7.840  0.09
H116 2.966 3.944 -6.047  0.08
H117 4.550 3.713 -5.781  0.07
C44 4.806 -5.713 3.244  -0.08
C45 5.817 -5.156 2.198  -0.40
C46 5.161 -4.007 1.442  -0.22
O12 4.242 -4.493 0.474  -0.18
C47 3.671 -3.572 -0.411  -0.10
N11 6.905 -4.653 3.049  0.02
H118 5.043 -6.674 3.702  0.07
H119 3.872 -5.894 2.711  0.07
H120 4.603 -5.088 4.113  0.07
H121 6.113 -5.981 1.550  0.14
H122 5.962 -3.386 1.043  0.12
H123 4.690 -3.318 2.143  0.10
H124 2.891 -4.160 -0.894  0.08
H125 4.468 -3.251 -1.082  0.09
H126 3.153 -2.730 0.048  0.06
H127 7.193 -5.375 3.693  0.07
H128 7.739 -4.536 2.491  0.07

Output
HOMO level = -10.39 eV
DFT total energy = -3525.5637 Ha
Kohn-Sham gap = 6.60 eV
charge = +1
energy above the lowest of the compared OMol25 structures with the same formula, charge and spin = 0.0 kcal per mole